Below is a 9-piece molecular cluster, C16H51NO15 overall, with properties calculated with ωB97M-V/def2-TZVPD.

Total charge = 0
E_HOMO = -9.235 eV
Relative energy (zero: lowest compared OMol25 entry of this formula, charge and spin) = 51.8 kcal per mole
Frontier orbital gap = 0.3462 Ha

Geometry as XYZ:
```
83
Properties=species:S:1:pos:R:3:forces:R:3:mulliken_charge:R:1
C 7.02143 -30.06328 34.76064 -1.43 0.77 0.02 -0.6935
O 7.38464 -29.80196 33.46150 0.86 0.67 -1.73 -0.4377
C 8.76651 -29.49697 33.24253 -0.52 -0.18 -0.35 -0.5567
C 9.15115 -28.01610 33.58613 -2.36 -0.64 0.47 0.8795
C 8.45969 -26.94731 32.77320 -1.34 -0.19 -0.62 -1.2248
N 10.53483 -27.71021 33.55471 1.59 -0.41 0.85 -0.2523
H 5.93425 -30.06482 34.68238 -0.19 -0.47 0.44 0.2777
H 7.21662 -29.16874 35.35208 0.50 -0.44 0.84 0.2989
H 7.36864 -31.03468 35.11267 0.33 0.19 0.42 0.2664
H 9.31140 -30.26460 33.79201 0.67 0.34 0.35 0.5022
H 8.89047 -29.76159 32.19243 0.37 0.47 -0.18 0.0455
H 8.71127 -27.82451 34.56485 0.43 -0.48 0.56 -0.0673
H 7.97438 -26.18722 33.38544 0.77 0.38 0.32 0.3267
H 7.55551 -27.31422 32.28748 0.33 -0.35 -0.75 0.3765
H 9.21998 -26.52642 32.11525 -0.77 0.32 -0.55 0.2358
H 10.67340 -26.88957 32.98248 0.40 0.24 0.22 -0.2903
H 10.84634 -27.51828 34.49610 0.40 0.21 -0.08 0.2375
O 15.27002 -26.13783 32.99131 1.07 -0.16 -0.62 -0.6147
C 14.34150 -25.45361 32.14345 -1.24 -0.12 2.27 0.3898
C 14.44580 -23.93125 32.11387 2.16 -1.09 -0.76 -0.4606
O 14.11297 -23.27667 33.33782 -0.84 -0.25 -0.28 -0.6451
H 15.32390 -25.86172 33.90916 -0.52 0.51 -0.15 0.3192
H 14.37913 -25.99602 31.19874 0.11 0.68 -0.14 0.1765
H 13.37407 -25.64532 32.60760 -0.49 -0.13 -0.42 -0.2067
H 13.93578 -23.52245 31.24160 -0.36 0.00 0.09 0.1768
H 15.51373 -23.73123 32.02665 0.27 0.09 -0.67 0.4415
H 14.23471 -22.36493 33.06302 -0.06 0.41 0.67 0.3252
O 12.15924 -28.93772 31.63579 0.23 0.24 -1.23 -0.1270
C 13.13600 -29.91056 31.88005 -0.39 -2.24 -2.14 -0.5196
C 12.49793 -31.17061 32.52783 0.88 3.14 1.09 -0.3060
O 12.24887 -30.61182 33.83797 0.26 -2.33 1.42 -0.6017
H 11.97341 -28.35982 32.37950 -0.09 -0.15 0.56 0.2430
H 13.51089 -30.31197 30.93855 -0.18 0.53 -0.89 0.3229
H 14.07325 -29.55635 32.30923 -0.44 0.03 0.96 0.3123
H 13.25536 -31.95337 32.48680 0.14 -0.02 1.06 0.3620
H 11.61272 -31.63269 32.09081 -0.23 0.67 -0.39 0.2086
H 11.67090 -29.84776 33.89932 -0.25 0.00 -1.00 0.2850
O 11.41286 -22.03756 29.46226 0.07 1.03 -1.38 -0.2531
C 11.38634 -21.17412 28.28091 1.48 0.00 1.88 -0.5116
C 12.85011 -20.85996 27.82687 -1.72 -0.39 -1.48 -0.3232
O 13.13420 -21.57345 26.61015 1.02 -0.43 0.33 -0.5575
H 11.00710 -22.86380 29.18970 -0.18 -0.37 0.06 0.2443
H 10.77740 -21.59387 27.48022 0.21 -0.14 -0.09 0.3933
H 10.94324 -20.22322 28.57680 -0.24 -0.04 0.15 0.3065
H 13.63248 -21.16009 28.52395 -0.41 -0.02 0.15 0.2345
H 12.89018 -19.78511 27.65024 0.34 0.13 -0.06 0.2883
H 12.50878 -21.45132 25.89214 -0.26 0.38 0.31 0.2848
O 11.19879 -28.30684 28.58870 -0.53 0.65 -0.83 -0.3842
C 11.40429 -29.41009 27.70192 1.00 -0.35 0.90 -0.3213
C 10.55485 -29.32889 26.46171 -0.01 -1.78 0.80 -0.7580
O 10.90300 -28.28509 25.63324 -0.43 1.44 0.17 -0.5166
H 11.55194 -28.50608 29.45887 0.22 -0.36 0.24 0.1061
H 12.45291 -29.43959 27.40592 0.24 -0.04 -0.05 0.2346
H 11.19118 -30.30074 28.29305 -0.12 -0.43 -0.39 0.4416
H 9.54170 -29.28888 26.86173 -0.54 0.16 -0.52 0.3092
H 10.67407 -30.20746 25.82767 -0.06 -0.45 0.52 0.3786
H 10.53623 -27.57361 26.16323 0.35 1.10 -0.58 0.3015
O 15.26858 -26.10243 28.65958 -0.85 -0.34 -1.28 -0.4883
C 14.43891 -26.44160 27.50822 -0.64 -0.04 0.04 -0.4212
C 13.21757 -25.48661 27.22985 2.50 -0.72 0.09 0.8117
O 13.55874 -24.53905 26.19798 -0.60 -0.76 0.57 -0.5745
H 15.92348 -25.48861 28.31911 0.14 0.09 0.11 0.2821
H 15.00859 -26.62483 26.59718 0.44 0.88 -0.15 0.4381
H 14.02469 -27.44703 27.58331 -0.06 -0.09 1.19 -0.0225
H 13.02360 -24.98257 28.17664 -0.41 -0.02 0.00 -0.0720
H 12.44978 -26.21616 26.97224 -0.55 0.72 -0.43 -0.2563
H 13.55011 -23.66767 26.60076 -0.07 0.41 -0.13 0.3486
O 11.28529 -23.11491 33.62913 -0.88 -0.22 1.04 -0.6776
C 10.80378 -22.72341 32.36041 0.13 -0.79 1.16 1.7680
C 9.33297 -22.35455 32.52978 0.21 0.54 1.46 -0.7099
O 8.66794 -22.43097 31.32463 -0.55 0.39 -2.29 -0.5806
H 12.22812 -23.29140 33.59012 0.46 0.00 -0.15 0.4203
H 11.46810 -21.90726 32.07636 -0.61 0.09 -0.98 0.1436
H 10.85269 -23.61415 31.73407 0.28 0.33 -0.46 -1.1895
H 9.27010 -21.35040 32.94912 0.00 0.18 0.11 0.3503
H 8.73437 -23.01216 33.16011 0.98 -0.33 0.89 0.3024
H 7.80778 -22.01142 31.40017 0.03 -0.05 -0.09 0.3104
O 11.48596 -25.75094 30.95480 0.55 -0.38 0.77 0.2324
H 11.29665 -25.10750 30.27187 -0.36 0.02 -0.29 -0.0015
H 11.32968 -26.59770 30.53669 0.04 -0.27 -0.23 -0.1657
O 9.85868 -24.21386 29.62659 0.08 -0.27 -0.99 -0.5574
H 9.02196 -24.37252 29.18961 -0.15 -0.14 -0.17 0.1968
H 9.64847 -23.60315 30.33304 -0.62 0.46 0.42 0.2087
```
Forces are in eV/Å.



Below is a 2-piece molecular cluster, C3H8N3 overall, with properties calculated with ωB97M-V/def2-TZVPD.

Total charge = +1
E_HOMO = -13.582 eV
Relative energy (zero: lowest compared OMol25 entry of this formula, charge and spin) = 98.4 kcal per mole
Frontier orbital gap = 0.3380 Ha

Geometry as XYZ:
```
14
Properties=species:S:1:pos:R:3:forces:R:3:mulliken_charge:R:1
C 0.15087 0.23605 0.26522 -1.55 0.44 -1.90 0.5489
C 0.36554 1.52550 0.87041 0.30 0.15 0.44 -0.9354
C 0.11619 -2.15039 -0.08304 -0.37 -0.97 -0.54 -0.7565
N -0.96586 1.61636 -1.64130 0.75 0.56 1.13 -0.2759
N -0.93493 0.46580 -1.48312 0.84 -0.38 0.93 0.0489
N 0.39629 -0.94169 0.65162 0.51 0.25 0.89 -0.1430
H 0.00627 1.57291 1.90307 -0.02 -0.05 -0.08 0.3411
H 1.43161 1.76684 0.87417 0.03 0.01 -0.01 0.3324
H -0.14763 2.29296 0.27814 0.01 -0.02 -0.05 0.3026
H -0.65992 -2.72323 0.43136 0.09 0.12 -0.03 0.3118
H 1.01636 -2.76387 -0.12719 -0.02 0.12 -0.04 0.3112
H -0.22183 -1.90606 -1.08699 0.07 -0.01 0.12 0.3036
H -1.39686 2.11206 -2.41746 -0.50 -0.47 -0.58 0.3070
H 0.84392 -1.10322 1.56511 -0.12 0.24 -0.28 0.3033
```
Forces are in eV/Å.



- The lowest E_HOMO belongs to which entry?
  C3H8N3



- Which value of relative energy (zero: lowest compared OMol25 entry of this formula, charge and spin) does entry 2 give?
  98.4 kcal per mole